Entry from the Open Molecules 2025 dataset: a single C6H10O molecule in a non-equilibrium geometry (the ωB97M-V functional and the def2-TZVPD basis).

The geometry in XYZ format:
```
17
Properties=species:S:1:pos:R:3:nbo_charge:R:1
C -1.7932 0.0974 -0.4590 -0.630
C -0.8539 0.4343 0.6773 0.090
C -0.0104 -0.8424 1.0214 -0.498
C 0.9775 -1.1501 -0.3451 -0.185
C 1.5731 -0.0264 -0.7521 -0.227
C 1.3574 1.0301 0.2769 -0.124
O 0.0223 1.5071 0.3121 -0.528
H -2.5533 -0.6085 -0.1061 0.204
H -1.2205 -0.3716 -1.2622 0.212
H -2.2790 0.9931 -0.8466 0.219
H -1.4487 0.8324 1.5235 0.183
H -0.6268 -1.7209 1.0949 0.226
H 0.3134 -0.6927 2.0937 0.235
H 0.9658 -2.0124 -1.0544 0.220
H 2.1384 0.1659 -1.6654 0.216
H 1.4417 0.3842 1.1607 0.190
H 2.0325 1.8792 0.2442 0.197
```

LUMO level   0.041 Eh
SMILES   C[C@H]1CC=CCO1
Energy above the lowest of the compared OMol25 structures with the same formula, charge and spin   51.3 kcal per mole
2S+1   1
HOMO   -9.34 eV

Entry from the Open Molecules 2025 dataset: a 5-piece molecular cluster, C18H37F4O12PS overall in a non-equilibrium geometry (the ωB97M-V functional and the def2-TZVPD basis).

The geometry in XYZ format:
```
73
Properties=species:S:1:pos:R:3:lowdin_charge:R:1
F 1.4061 1.6012 -1.7142 0.005
C 1.4302 2.5326 -2.7713 -0.255
F 0.2378 3.2288 -2.6958 0.027
C 2.7259 3.4307 -2.6475 -0.565
F 3.3554 3.4008 -3.9155 -0.019
F 3.6141 2.8786 -1.7238 0.009
P 2.4321 5.2765 -2.2416 0.548
S 2.0736 7.4110 -1.8490 0.246
H 1.4849 1.9189 -3.7203 0.176
H 2.1967 4.9852 -0.8665 0.016
H 3.7857 5.5988 -2.6160 0.017
H 1.4556 5.3533 -3.2775 0.001
H 1.8611 7.9199 -3.1261 -0.186
C -0.2480 -0.7787 -1.9082 -0.052
C -1.2059 0.3048 -2.3652 -0.208
O -2.4631 -0.2547 -2.7680 0.049
C -3.2902 -0.5803 -1.7699 -0.584
O -3.0717 -0.4327 -0.5911 0.087
O -4.3950 -1.1166 -2.3060 0.010
C -5.3313 -1.5873 -1.3403 -0.038
H -0.1456 -1.5513 -2.6743 0.086
H 0.7321 -0.3617 -1.6947 0.059
H -0.6115 -1.2741 -1.0055 0.078
H -0.7945 0.8098 -3.2404 0.112
H -1.3518 1.0630 -1.5946 0.095
H -5.5737 -0.8120 -0.6126 0.097
H -4.9347 -2.4729 -0.8406 0.094
H -6.2451 -1.8643 -1.8642 0.095
C -5.8757 -8.4595 1.8218 -0.067
C -6.1475 -7.3652 0.8081 -0.216
O -5.6447 -6.1042 1.2662 0.032
C -4.3267 -5.9252 1.1233 -0.604
O -3.5519 -6.7108 0.6429 0.124
O -4.0141 -4.7251 1.6271 0.000
C -2.6158 -4.4390 1.6139 -0.042
H -6.2599 -8.1770 2.8044 0.082
H -6.3433 -9.3963 1.5137 0.080
H -4.8043 -8.6341 1.9369 0.075
H -7.2246 -7.2446 0.6816 0.122
H -5.7321 -7.6138 -0.1710 0.124
H -2.1911 -4.5756 0.6188 0.095
H -2.1013 -5.0688 2.3415 0.099
H -2.4844 -3.3971 1.9032 0.093
C -2.3952 1.9768 0.6177 -0.078
C -3.1031 2.5772 1.8157 -0.196
O -2.1887 2.7923 2.8996 0.038
C -1.4190 3.8798 2.7955 -0.602
O -1.4376 4.6806 1.8964 0.120
O -0.6057 3.9160 3.8591 0.003
C 0.3326 4.9900 3.8325 -0.046
H -1.8528 1.0752 0.9030 0.085
H -3.1067 1.7282 -0.1648 0.070
H -1.6608 2.6734 0.2042 0.077
H -3.8596 1.8797 2.1789 0.125
H -3.6170 3.5051 1.5543 0.125
H -0.1650 5.9480 3.6783 0.096
H 1.0770 4.8147 3.0537 0.095
H 0.8370 5.0128 4.7976 0.093
C 4.6453 0.6744 0.7771 -0.068
C 5.4110 -0.5692 1.1848 -0.212
O 6.4280 -0.8836 0.2258 0.036
C 7.5448 -0.1534 0.3127 -0.602
O 7.7649 0.7144 1.1174 0.123
O 8.3721 -0.5424 -0.6653 0.004
C 9.5772 0.2176 -0.7389 -0.046
H 4.2582 0.5721 -0.2390 0.072
H 3.8115 0.8555 1.4579 0.082
H 5.2897 1.5556 0.7845 0.076
H 4.7321 -1.4230 1.2117 0.122
H 5.8407 -0.4659 2.1837 0.124
H 10.0862 0.2488 0.2250 0.096
H 9.3594 1.2275 -1.0904 0.099
H 10.2317 -0.2690 -1.4608 0.093
```

LUMO level   0.009 Eh
SMILES   FC(F)C(F)(F)[PH3]S.CCOC(=O)OC.CCOC(=O)OC.CCOC(=O)OC.CCOC(=O)OC
2S+1   1
HOMO   -9.38 eV

Entry from the Open Molecules 2025 dataset: a single C3H6N4S molecule in a non-equilibrium geometry (the ωB97M-V functional and the def2-TZVPD basis).

The geometry in XYZ format:
```
14
Properties=species:S:1:pos:R:3:nbo_charge:R:1
C -0.4577 -1.9082 1.6206 -0.648
C -0.5639 -0.6445 0.9024 0.107
C 0.3319 -0.1945 -0.1612 -0.008
H -1.3666 -2.0815 2.2142 0.235
H 0.4172 -1.9127 2.2947 0.237
H -0.3322 -2.7445 0.9056 0.241
H -2.0804 1.7761 0.0118 0.402
H 1.1130 2.1667 -1.1785 0.376
H 0.1248 1.5501 -2.2952 0.375
N -1.5129 0.2218 1.1233 -0.192
N -1.3026 1.2810 0.3772 -0.198
N -0.2513 0.9982 -0.4612 -0.067
N 0.1484 1.9737 -1.3640 -0.625
S 1.6682 -0.8496 -0.8656 -0.234
```

LUMO level   0.022 Eh
SMILES   Cc1n[nH]n(N)c1=S
Energy above the lowest of the compared OMol25 structures with the same formula, charge and spin   53.9 kcal per mole
2S+1   1
HOMO   -8.15 eV

Entry from the Open Molecules 2025 dataset: C23H23BIrN4O4 as an isolated structure (the ωB97M-V functional and the def2-TZVPD basis).

The geometry in XYZ format:
```
56
Properties=species:S:1:pos:R:3:nbo_charge:R:1
Ir -0.9216 0.4693 -0.2782 1.174
O -4.9585 -5.1530 0.6458 -0.731
C -4.6127 -4.3336 1.5110 0.723
O -4.7658 -4.3020 2.7411 -0.722
C -3.7931 -3.1450 0.9558 0.021
C -3.0209 -3.2949 -0.1937 -0.249
C -2.2664 -2.2413 -0.6529 0.078
N -2.2600 -1.0564 -0.0153 -0.561
C -3.0176 -0.8899 1.1010 0.101
C -3.7868 -1.9055 1.6008 -0.201
C -2.8478 0.4428 1.8037 0.747
O -3.6348 0.8098 2.6420 -0.593
O -1.7681 1.0986 1.4525 -0.719
H -3.0442 -4.2427 -0.7132 0.257
H -1.6564 -2.2901 -1.5451 0.223
H -4.3603 -1.7665 2.5067 0.272
C -0.0878 -0.7852 3.1991 -0.588
C 0.7502 0.4831 3.0418 -0.441
C 1.9477 0.2462 2.1593 0.016
C 3.0901 -0.3129 2.7230 -0.215
C 4.2171 -0.5662 1.9607 -0.195
C 4.1984 -0.2893 0.6053 -0.222
C 3.0712 0.2493 -0.0099 0.006
C 3.0914 0.3923 -1.5099 -0.430
C 2.9522 -0.9811 -2.1721 -0.599
C 1.9611 0.5427 0.7910 0.091
N 0.8695 1.2940 0.2212 -0.418
C 1.0582 2.5577 -0.0155 0.172
C 0.0097 3.2023 -0.6931 -0.036
C -0.3404 4.4560 -1.1987 -0.217
C -1.5876 4.2987 -1.7975 -0.314
C -1.9673 2.9598 -1.6360 -0.006
N -1.0039 2.3173 -0.9776 -0.355
H -0.9366 -0.6154 3.8618 0.224
H 0.5138 -1.5971 3.6131 0.203
H -0.4740 -1.1293 2.2376 0.196
H 1.1079 0.7932 4.0271 0.206
H 0.1319 1.2889 2.6538 0.247
H 3.0888 -0.5296 3.7849 0.209
H 5.1067 -0.9761 2.4219 0.210
H 5.0681 -0.5010 -0.0061 0.209
H 4.0509 0.8247 -1.8071 0.208
H 2.3183 1.0687 -1.8707 0.226
H 3.7929 -1.6205 -1.8953 0.195
H 2.9213 -0.8860 -3.2565 0.236
H 2.0355 -1.4755 -1.8523 0.213
H 1.9891 3.0250 0.2839 0.214
H 0.2521 5.3542 -1.1424 0.219
H -2.1677 5.0527 -2.3030 0.221
H -2.8629 2.4544 -1.9585 0.219
B 0.5936 0.2695 -4.6869 -0.589
C 0.0850 0.0727 -3.2074 0.452
N -0.2760 -0.0967 -2.1228 -0.612
H 1.2805 1.2712 -4.6627 0.009
H -0.3765 0.4010 -5.3961 0.015
H 1.2428 -0.7132 -4.9697 0.006
```

LUMO level   0.034 Eh
Net charge   -1
Energy above the lowest of the compared OMol25 structures with the same formula, charge and spin   22.3 kcal per mole
2S+1   1
HOMO   -5.95 eV

Entry from the Open Molecules 2025 dataset: C8H32N16O8Y as an isolated structure in a non-equilibrium geometry (the ωB97M-V functional and the def2-TZVPD basis).

The geometry in XYZ format:
```
65
Properties=species:S:1:pos:R:3:nbo_charge:R:1
Y 33.4331 24.3642 13.9024 2.178
C 33.4933 27.1044 11.8174 0.825
O 33.8707 26.0994 12.4433 -0.738
N 34.3435 27.9283 11.1925 -0.803
N 32.2319 27.6098 11.8716 -0.821
H 34.0730 28.8646 10.9593 0.416
H 35.2596 27.5785 10.9685 0.420
H 32.0373 28.4482 11.3492 0.397
H 31.3595 27.1655 12.0920 0.417
C 35.4320 26.9068 15.6387 0.823
O 34.5537 26.3068 15.0142 -0.734
N 36.5839 27.4108 15.1013 -0.814
N 35.3558 27.2099 16.9594 -0.817
H 36.7579 27.2291 14.1294 0.414
H 37.1522 27.9679 15.7052 0.414
H 34.5480 26.9628 17.5043 0.400
H 36.0617 27.6968 17.4788 0.416
C 35.8476 24.0051 10.8402 0.792
O 35.1395 23.6018 11.7765 -0.711
N 35.3407 24.6996 9.7927 -0.831
N 37.1913 23.8796 10.7948 -0.830
H 35.9114 24.8315 8.9767 0.408
H 34.3341 24.6723 9.7421 0.418
H 37.6824 23.4982 11.5741 0.406
H 37.7371 24.2210 10.0234 0.409
C 36.9305 23.7529 14.6110 0.813
O 35.7809 24.1675 14.4051 -0.732
N 38.0031 24.1895 13.9164 -0.826
N 37.1600 22.7956 15.5340 -0.821
H 38.0096 24.8883 13.1999 0.423
H 38.9144 23.8357 14.1651 0.409
H 36.4465 22.4769 16.1610 0.429
H 38.0880 22.4021 15.5388 0.409
C 30.7156 22.2107 14.4933 0.809
O 31.5286 23.1195 14.2210 -0.764
N 29.4798 22.1528 13.9799 -0.789
N 31.0252 21.2812 15.4088 -0.804
H 28.8539 21.4108 14.2404 0.420
H 29.2165 22.8154 13.2763 0.413
H 31.9050 21.2757 15.8896 0.420
H 30.4434 20.4728 15.5607 0.412
C 31.2126 26.8384 14.9865 0.823
O 31.6796 25.8705 14.3405 -0.763
N 30.1255 27.5449 14.6503 -0.803
N 31.7789 27.2148 16.1511 -0.793
H 29.5895 27.2710 13.8422 0.408
H 30.2685 28.5417 14.7433 0.416
H 32.6482 26.7950 16.4208 0.404
H 31.3570 27.8838 16.7724 0.423
C 34.3339 20.8133 13.9246 0.808
O 33.9956 22.0347 13.8454 -0.777
N 33.3552 19.8930 13.8153 -0.815
N 35.5666 20.3868 14.1026 -0.795
H 33.5403 18.9650 14.1563 0.418
H 32.4820 20.2843 13.5183 0.420
H 35.8240 19.4139 14.1111 0.422
H 36.3040 21.0676 14.0533 0.420
C 32.0676 22.9966 10.9922 0.811
O 32.5041 23.7920 11.8594 -0.754
N 32.9590 22.3796 10.1843 -0.817
N 30.7805 22.9476 10.6794 -0.791
H 32.7358 21.4775 9.7830 0.404
H 33.8985 22.3573 10.5633 0.426
H 30.5025 22.4516 9.8450 0.415
H 30.0283 23.4302 11.1312 0.414
```

LUMO level   -0.255 Eh
Net charge   +3
Energy above the lowest of the compared OMol25 structures with the same formula, charge and spin   20.8 kcal per mole
2S+1   1
HOMO   -17.31 eV

Entry from the Open Molecules 2025 dataset: a 2-piece molecular cluster, C29H29BrF17I2N3O10PS overall in a non-equilibrium geometry (the ωB97M-V functional and the def2-TZVPD basis).

The geometry in XYZ format:
```
93
Properties=species:S:1:pos:R:3:lowdin_charge:R:1
C -2.7954 1.8176 4.8715 0.008
C -2.9269 0.3870 5.5610 -0.366
O -3.9578 0.1344 6.2326 0.108
O -1.9383 -0.6572 5.4564 0.029
C -2.0955 -1.3631 4.2022 -0.294
O -3.2321 -1.3537 3.6888 0.096
C -0.7821 -2.0656 3.6324 -0.042
N -0.3152 -1.6542 2.3121 -0.077
C -1.1897 -1.8332 1.1983 -0.406
N -2.2982 -2.5793 1.1488 0.101
C -3.1489 -2.7458 -0.0890 -0.103
C -3.9308 -4.1673 0.1132 -0.150
C -3.8600 -5.0995 -1.2160 -0.156
C -2.7074 -6.2069 -1.1604 -0.277
O -2.7420 -7.0435 0.0227 -0.119
N -0.8255 -1.1897 -0.1076 -0.210
P 0.4306 -2.2605 -0.7927 0.636
O -0.2088 -2.6392 -2.3655 -0.380
I 0.5634 -4.4346 0.3412 0.581
C -0.3259 0.1798 0.2218 -0.624
Br -1.8521 1.0553 1.2278 0.972
C -0.2132 1.0122 -1.1618 -0.256
F -0.9825 0.3039 -2.1269 0.077
F -0.9003 2.2681 -0.9851 -0.028
C 1.2627 1.4014 -1.6317 -0.161
F 1.7641 2.3045 -0.6224 0.075
F 2.1882 0.3028 -1.5990 0.065
C 1.3466 2.2467 -3.0059 -0.186
F 1.8386 3.5675 -2.7124 0.085
F 0.1009 2.4500 -3.6481 0.105
C 2.3481 1.6566 -4.1096 -0.176
F 3.7031 1.5477 -3.6609 0.100
F 2.4063 2.6631 -5.1408 0.085
C 1.8199 0.3317 -4.8630 -0.180
F 0.9642 0.8131 -5.9205 0.079
F 1.0085 -0.5097 -4.0680 0.087
C 2.9653 -0.5210 -5.5953 -0.191
F 3.9834 0.2529 -6.1961 0.118
F 3.6033 -1.3114 -4.5772 0.076
C 2.4302 -1.5524 -6.7048 -0.188
F 1.0943 -1.9800 -6.5248 0.096
F 3.2438 -2.7318 -6.5745 0.081
C 2.5847 -1.0632 -8.2268 -0.317
F 1.6558 -1.8428 -8.9917 0.092
F 3.8946 -1.3318 -8.6604 0.122
F 2.2370 0.2797 -8.4576 0.118
O 0.8704 0.0706 0.9720 -0.191
C 0.7203 -0.6165 2.2290 -0.693
I 2.6357 -1.7516 2.4097 1.004
C 0.7582 0.4965 3.3977 -0.146
C 1.9768 0.4224 4.4177 -0.247
C 2.0010 -0.4583 5.7219 -0.049
C 3.2129 -0.4676 6.7159 -0.062
C 4.4796 0.3883 6.4815 -0.038
C 4.4685 1.3037 5.2019 -0.014
C 3.2679 1.3056 4.2114 -0.184
C 3.4126 2.2800 2.9312 -0.080
H -3.7873 2.1261 4.3763 0.116
H -2.5835 2.6082 5.6847 0.116
H -1.9526 1.8657 4.1031 0.034
H -1.0173 -3.2008 3.5923 0.167
H 0.1051 -1.9906 4.3713 0.129
H -2.6109 -3.0902 1.9841 0.143
H -3.9592 -1.9422 -0.1590 0.148
H -2.5288 -2.8738 -1.0385 0.108
H -3.4673 -4.7981 0.9641 0.111
H -5.0263 -3.9671 0.4244 0.126
H -4.8595 -5.6510 -1.3459 0.127
H -3.6816 -4.4070 -2.1057 0.116
H -1.6483 -5.7528 -1.2478 0.047
H -2.8083 -6.9067 -2.0787 0.132
H -1.8580 -7.4759 0.1170 0.099
H 0.2833 -3.4365 -2.6950 0.058
H -0.1950 0.5769 4.0262 0.095
H 0.8575 1.5259 2.8757 0.129
H 1.1178 -1.1140 6.0118 0.079
H 3.1390 -1.1337 7.6422 0.093
H 5.3432 0.3326 7.2175 0.095
H 5.3845 1.9517 4.9887 0.099
H 4.5077 2.6151 2.8388 0.088
H 2.7634 3.1967 3.1317 0.092
H 3.1185 1.7171 1.9838 0.061
C -1.4189 5.2050 -1.7005 -0.189
C -1.2798 6.2598 -2.7877 -0.168
O -2.2106 7.2819 -2.4326 -0.185
S -2.3282 7.3533 -0.8149 0.653
O -1.4737 8.4032 -0.3472 -0.221
O -3.7106 7.2592 -0.4572 -0.223
O -1.6106 5.9335 -0.4883 -0.193
H -2.3023 4.5815 -1.8666 0.134
H -0.5359 4.5699 -1.6269 0.106
H -1.5000 5.8661 -3.7801 0.139
H -0.2779 6.6993 -2.7853 0.137
```

LUMO level   -0.155 Eh
Net charge   +1
2S+1   1
HOMO   -11.03 eV